1.
Computed, not measured: a structure of composition C19H28ClHfN3O4S2, with wB97M-V/def2-TZVPD.

```
! wB97M-V def2-TZVPD RIJCOSX def2/J DEFGRID3
* xyz 2 1
Hf -1.503 -0.160 0.580
C -0.642 2.199 -4.385
C -1.558 2.035 -3.202
C -2.045 3.149 -2.503
C -2.976 3.014 -1.483
C -3.434 1.752 -1.120
C -2.908 0.625 -1.762
C -1.995 0.774 -2.812
H 0.079 1.385 -4.455
H -0.104 3.146 -4.352
H -1.229 2.192 -5.305
H -1.718 4.140 -2.797
H -3.380 3.894 -0.998
H -4.221 1.642 -0.388
H -3.336 -0.359 -1.565
H -1.655 -0.097 -3.357
N 3.317 -1.416 0.018
C 2.269 -0.458 0.529
C 2.428 -0.232 2.018
C 1.321 0.701 2.505
N -0.013 0.027 2.380
C 1.345 2.027 1.751
C 1.279 1.864 0.232
N -0.126 1.547 -0.183
C 2.295 0.832 -0.279
H 3.130 -2.367 0.362
H 4.265 -1.135 0.280
H 3.269 -1.479 -1.002
H 1.337 -0.978 0.335
H 3.392 0.232 2.246
H 2.381 -1.182 2.562
H 1.497 0.899 3.563
H -0.640 0.493 3.043
H 0.061 -0.915 2.761
H 2.272 2.542 2.006
H 0.531 2.671 2.095
H 1.541 2.818 -0.227
H -0.159 1.474 -1.203
H -0.674 2.389 0.015
H 3.284 1.297 -0.213
H 2.096 0.617 -1.333
S -0.498 -1.514 -1.270
C 0.159 -2.888 -0.357
C 1.212 -3.629 -0.896
C 1.770 -4.680 -0.178
C 1.275 -5.002 1.082
C 0.208 -4.289 1.610
C -0.359 -3.231 0.901
S -1.778 -2.392 1.542
H 1.555 -3.405 -1.902
H 2.563 -5.272 -0.617
H 1.697 -5.829 1.636
H -0.207 -4.559 2.573
O -4.511 1.867 2.475
Cl -3.391 1.047 2.367
O -2.921 0.475 3.578
O -3.611 -0.045 1.370
O -2.238 1.747 1.725
*
```

Computed properties:
* HOMO: -14.11 eV
* E: -2509.997160 Ha
* F_max: 0.017 hartree/bohr
* frontier orbital gap: 7.786 eV
* relative energy (zero: lowest compared OMol25 entry of this formula, charge and spin): 0.00 kJ/mol


2.
Computed, not measured: a structure of composition C19H28ClMgO2 in a non-equilibrium geometry, with wB97M-V/def2-TZVPD.

```
! wB97M-V def2-TZVPD RIJCOSX def2/J DEFGRID3
* xyz -1 1
O 0.473 0.738 0.237
C 1.514 1.074 -0.738
C 0.609 2.036 -1.511
H 1.862 0.169 -1.279
H 2.363 1.598 -0.278
C -0.492 1.571 -0.490
H 0.612 1.786 -2.587
H 0.889 3.087 -1.300
C -1.609 0.711 -1.029
H -1.192 -0.154 -1.545
H -2.210 1.192 -1.814
H -2.263 0.293 -0.255
C -0.969 2.675 0.433
H -0.150 3.385 0.627
H -1.284 2.291 1.411
H -1.812 3.245 0.005
Mg -1.013 -1.951 -0.330
C 1.444 2.011 4.191
C 1.843 0.692 3.798
C 2.212 0.735 2.424
H 1.862 -0.181 4.444
C 2.084 2.104 1.990
C 1.542 2.870 3.059
H 1.249 3.925 2.968
H 1.113 2.335 5.179
H 2.503 -0.113 1.801
H 2.346 2.578 1.034
C -0.875 -1.680 3.031
C -1.234 -0.419 2.516
C -2.556 -0.538 1.969
H -0.674 0.508 2.677
C -2.974 -1.882 2.122
C -1.959 -2.571 2.850
H -2.048 -3.573 3.273
H 0.034 -1.844 3.596
H -3.210 0.253 1.591
H -3.946 -2.306 1.841
O -0.291 -1.589 -2.207
C -0.481 -0.748 -3.480
C 0.281 -1.473 -4.611
H 0.001 0.239 -3.302
H -1.560 -0.556 -3.662
C 1.185 -2.484 -3.882
H 0.891 -0.716 -5.142
H -0.417 -1.930 -5.346
C 0.899 -2.406 -2.402
H 2.233 -2.253 -4.060
H 0.993 -3.495 -4.225
H 1.662 -1.948 -1.778
H 0.640 -3.338 -1.912
Cl -0.121 -3.951 0.100
*
```

Computed properties:
* HOMO: -2.25 eV
* E: -1551.438165 Ha
* F_max: 0.051 hartree/bohr
* frontier orbital gap: 3.875 eV
* relative energy (zero: lowest compared OMol25 entry of this formula, charge and spin): 460.98 kJ/mol


3.
Computed, not measured: a structure of composition C19H28ClNO6 in a non-equilibrium geometry, with wB97M-V/def2-TZVPD.

```
! wB97M-V def2-TZVPD RIJCOSX def2/J DEFGRID3
* xyz 0 1
C 1.471 -2.302 -1.587
H 2.132 -2.840 -2.370
O 1.932 -1.193 -1.251
C 1.285 -0.397 -0.388
H 0.371 -0.637 -0.763
C 1.799 1.128 -0.531
C 3.314 1.447 -0.133
C 3.344 0.816 1.289
C 2.943 -0.604 1.550
C 3.947 -1.556 1.303
H 3.491 -2.577 1.201
H 4.936 -1.439 1.240
O 3.611 -1.240 2.480
C 1.394 -0.754 1.201
C 0.518 -0.267 2.117
C -0.666 0.650 1.789
C -1.909 0.612 2.420
C -3.152 0.617 1.628
C -3.652 -0.449 0.663
C -2.711 -1.532 0.560
H -2.166 -1.668 -0.482
H -3.349 -2.398 0.652
H -2.021 -1.731 1.325
C -4.705 -0.134 -0.072
H -4.517 -0.567 -1.209
H -5.305 0.652 -0.078
H -5.229 -1.088 -0.145
H -4.020 1.352 1.738
H -1.982 -0.257 3.241
H -2.031 1.493 3.133
H -1.007 0.620 0.693
O 0.424 1.132 2.172
C 0.469 -0.815 3.504
H 0.106 -1.791 3.392
H 1.621 -1.019 3.793
H -0.138 -0.188 4.337
H 1.292 -2.023 1.175
H 4.374 1.324 1.674
H 2.702 1.598 1.955
H 3.723 0.678 -0.622
H 3.456 2.507 -0.436
H 1.078 1.911 0.288
O 1.594 1.444 -1.857
C 0.387 1.606 -2.342
O -0.716 1.395 -1.506
N 0.184 1.871 -3.835
C -0.815 2.055 -4.638
O -0.645 2.431 -5.833
C -2.306 1.508 -3.962
H -2.391 2.122 -2.859
H -3.039 1.783 -4.710
Cl -2.281 -0.186 -3.660
H 0.972 1.909 -4.247
H 1.333 -2.939 -0.794
H 0.549 -2.067 -2.201
*
```

Computed properties:
* HOMO: -7.61 eV
* E: -1706.559872 Ha
* F_max: 0.279 hartree/bohr
* frontier orbital gap: 7.931 eV
* relative energy (zero: lowest compared OMol25 entry of this formula, charge and spin): 1526.87 kJ/mol


4.
Computed, not measured: a structure of composition C19H28CrN4O3Se in a non-equilibrium geometry, with wB97M-V/def2-TZVPD.

```
! wB97M-V def2-TZVPD RIJCOSX def2/J DEFGRID3
* xyz 0 5
Cr 1.358 1.480 0.470
N 1.507 3.336 -0.622
C 2.899 3.495 -1.084
C 3.873 2.725 -0.161
O 5.059 3.021 -0.119
N 3.238 1.766 0.506
C 4.003 0.934 1.405
C 3.088 -0.216 1.857
O 3.503 -1.143 2.522
O 1.868 -0.076 1.470
H 0.862 3.576 -1.378
H 1.334 4.019 0.120
H 3.200 4.548 -1.133
H 3.001 3.063 -2.082
H 4.323 1.500 2.291
H 4.909 0.536 0.925
C -3.345 1.194 3.697
C -3.278 -0.149 2.982
C -2.084 -0.989 3.437
C -0.753 -0.561 2.812
N -0.718 -0.855 1.401
C -0.652 0.055 0.390
Se -1.146 1.840 0.560
N -0.661 -0.623 -0.807
C -0.597 0.113 -2.053
C -0.937 -0.684 -3.304
C -1.228 0.230 -4.494
C -0.009 1.013 -4.963
C -0.568 -1.977 -0.543
C -0.484 -3.108 -1.343
C -0.449 -4.345 -0.718
C -0.446 -4.468 0.665
C -0.512 -3.350 1.478
C -0.594 -2.112 0.861
H -4.283 1.695 3.472
H -2.534 1.843 3.375
H -3.275 1.055 4.775
H -3.232 0.016 1.902
H -4.193 -0.709 3.184
H -2.255 -2.036 3.183
H -1.997 -0.917 4.523
H 0.082 -1.088 3.285
H -0.597 0.515 2.933
H 0.413 0.549 -2.142
H -1.324 0.933 -1.959
H -1.818 -1.297 -3.112
H -0.102 -1.335 -3.562
H -2.026 0.927 -4.233
H -1.585 -0.389 -5.318
H 0.300 1.748 -4.225
H -0.240 1.544 -5.883
H 0.825 0.342 -5.156
H -0.443 -3.065 -2.416
H -0.417 -5.234 -1.330
H -0.386 -5.450 1.109
H -0.480 -3.435 2.551
*
```

Computed properties:
* HOMO (spin up / spin down): -7.63 / -8.58 eV
* E: -4631.552087 Ha
* F_max: 0.040 hartree/bohr
* frontier orbital gap (spin up / spin down): 7.633 / 8.132 eV


Which of these has the highest E?
C19H28ClMgO2